# 1
{
  "formula": "C20H44NO14P",
  "method": "the ωB97M-V functional and the def2-TZVPD basis",
  "total_charge": -2,
  "e_lumo_ev": 4.00,
  "e_homo_ev": 1.11,
  "homo_lumo_gap_ev": 2.88,
  "symbols": ["N", "H", "H", "H", "H", "P", "O", "O", "O", "O", "O", "C", "O", "C", "C", "C", "H", "H", "H", "H", "H", "H", "H", "H", "O", "C", "O", "C", "C", "C", "H", "H", "H", "H", "H", "H", "H", "H", "O", "C", "O", "C", "C", "C", "H", "H", "H", "H", "H", "H", "H", "H", "O", "C", "O", "C", "C", "C", "H", "H", "H", "H", "H", "H", "H", "H", "O", "C", "O", "C", "C", "C", "H", "H", "H", "H", "H", "H", "H", "H"],
  "coordinates": [[0.015, 0.248, -0.720], [-0.846, 0.840, -0.605], [-0.289, -0.499, -0.388], [0.671, 0.777, -0.368], [-0.054, -0.208, -1.670], [-2.071, -1.458, -2.434], [-1.347, -0.601, -3.338], [-0.913, -2.329, -1.741], [-3.178, -2.124, -3.217], [-2.564, -0.435, -1.527], [-3.586, -1.860, 3.829], [-3.060, -2.436, 2.797], [-2.505, -3.641, 2.780], [-2.387, -4.241, 4.005], [-1.826, -5.510, 3.858], [-3.226, -1.738, 1.425], [-3.253, -4.353, 4.538], [-1.672, -3.480, 4.526], [-1.585, -6.050, 5.028], [-0.851, -5.653, 3.427], [-2.190, -6.238, 3.194], [-2.285, -1.274, 0.930], [-4.194, -1.187, 1.417], [-3.506, -2.523, 0.735], [0.717, 4.788, -3.502], [0.355, 3.722, -2.890], [0.925, 3.295, -1.728], [2.129, 4.025, -1.207], [2.609, 3.073, -0.049], [-0.732, 2.885, -3.416], [1.937, 5.143, -1.033], [2.946, 4.122, -1.841], [1.948, 2.629, 0.678], [3.445, 3.423, 0.605], [2.857, 2.079, -0.374], [-0.455, 1.723, -3.415], [-1.380, 3.138, -4.227], [-1.428, 2.946, -2.648], [-0.767, 3.024, 0.849], [-1.585, 3.899, 0.500], [-2.894, 3.659, 0.051], [-3.402, 2.375, -0.033], [-4.903, 2.334, 0.096], [-1.246, 5.423, 0.398], [-3.072, 1.508, 0.706], [-3.085, 1.755, -0.905], [-5.116, 2.759, 1.197], [-5.419, 1.397, 0.016], [-5.407, 2.882, -0.636], [-1.730, 5.961, -0.282], [-0.365, 5.662, 0.402], [-1.706, 5.652, 1.267], [1.106, -3.470, 3.419], [0.690, -2.804, 2.513], [0.744, -1.434, 2.399], [1.316, -0.681, 3.479], [1.355, 0.732, 3.191], [0.043, -3.398, 1.185], [2.372, -1.207, 3.459], [0.600, -0.986, 4.310], [1.892, 0.974, 2.362], [1.657, 1.493, 3.924], [0.489, 1.027, 3.034], [0.765, -3.017, 0.525], [-0.995, -3.033, 1.152], [-0.030, -4.543, 1.475], [2.821, -0.583, -1.533], [2.935, -1.345, -2.477], [4.160, -1.596, -3.077], [5.300, -1.102, -2.407], [6.552, -1.309, -3.422], [1.759, -1.748, -3.361], [5.550, -1.674, -1.527], [5.216, -0.151, -2.192], [6.569, -0.621, -4.200], [6.606, -2.364, -3.726], [7.419, -0.959, -2.895], [2.192, -2.112, -4.123], [1.100, -0.867, -3.637], [1.365, -2.555, -2.947]],
  "atomic_forces_ev_per_a": [[-3.9, 6.0, -6.0], [0.3, -0.8, -1.0], [-2.8, -9.3, 5.5], [5.2, 2.3, 1.9], [0.2, 0.9, -1.5], [0.3, -5.1, -0.5], [6.1, 4.8, -6.2], [-0.8, -0.2, 0.9], [-0.9, -1.9, 0.3], [-3.2, 4.1, 7.1], [2.5, -3.0, -3.1], [-3.2, 4.3, 1.5], [-1.2, 1.1, -1.9], [3.0, 3.8, 1.6], [4.3, -5.6, 3.5], [0.4, -1.0, -0.1], [-2.6, 0.5, 1.2], [-1.2, -1.7, 0.2], [-1.2, 1.5, -3.4], [1.2, 1.4, 0.1], [-2.3, -0.9, -0.4], [-1.8, -0.4, 0.9], [1.3, 0.5, 0.4], [0.5, -0.5, -0.6], [-0.5, -3.2, 2.7], [1.7, 4.0, -3.0], [1.0, 1.2, -0.8], [-2.0, -0.5, 2.2], [0.4, 0.4, 0.8], [1.1, -3.5, 0.9], [-0.5, -1.8, 0.6], [1.1, -0.6, -2.1], [-1.6, 1.3, 0.4], [-0.4, 0.2, -1.0], [1.0, -0.2, -1.5], [-0.8, 2.0, -0.2], [0.8, 0.7, -1.1], [-1.6, -0.5, 2.0], [-2.8, 2.5, -0.7], [1.2, -2.0, -1.7], [2.7, 1.8, 1.3], [-0.1, -6.0, 0.3], [0.0, 1.4, 3.4], [-7.3, -6.4, 1.0], [0.1, 2.5, -0.5], [0.0, 1.0, -0.4], [-0.1, -0.7, -2.4], [0.7, -1.0, 0.2], [-0.7, 1.6, -1.1], [-2.3, 1.6, -3.3], [9.8, 1.8, 0.3], [-1.2, 1.7, 3.3], [0.4, 0.6, 0.9], [-1.4, -0.1, -2.2], [-0.6, -0.3, -0.8], [1.5, -4.6, 1.2], [5.4, -0.3, 2.6], [-0.5, -1.4, 4.9], [-1.7, 1.3, 1.4], [1.7, 0.7, -0.2], [1.8, 0.3, -2.6], [0.5, -1.0, 0.6], [-8.4, 2.6, -1.9], [0.1, -0.2, -2.1], [0.9, 0.1, -0.9], [0.5, 2.2, -1.4], [0.9, -1.1, 0.0], [-1.2, 2.6, -1.0], [-0.7, -0.5, 0.8], [2.6, -4.9, -3.1], [-1.7, -0.6, 2.7], [0.6, 5.6, 3.5], [-0.3, -0.2, 0.5], [-0.6, 4.9, 1.2], [-0.8, 0.9, -2.0], [0.2, 0.5, 0.0], [0.8, -0.5, 0.7], [3.0, -2.3, -6.3], [0.1, -1.4, 0.9], [-3.2, -3.0, 2.3]],
  "lowdin_charge": [0.340, 0.126, -0.030, 0.030, 0.103, -0.333, -0.436, -0.507, -0.494, -0.415, -0.014, -0.445, -0.006, -0.329, -0.109, 0.008, 0.095, 0.168, 0.171, 0.048, 0.059, 0.097, 0.089, 0.082, -0.008, -0.474, -0.039, -0.140, -0.068, 0.020, 0.131, 0.075, 0.029, 0.081, 0.051, 0.137, 0.086, 0.049, 0.058, -0.359, -0.017, -0.311, -0.084, 0.077, 0.152, 0.099, 0.115, 0.068, 0.036, 0.054, -0.015, 0.061, 0.068, -0.509, -0.057, -0.220, -0.065, 0.044, 0.160, 0.148, 0.047, 0.111, -0.004, 0.055, 0.046, 0.118, 0.065, -0.425, -0.028, -0.198, -0.039, 0.046, 0.115, 0.053, 0.032, 0.076, 0.048, -0.001, 0.120, 0.035]
}

***

# 2
{
  "formula": "C4H12ClNSi",
  "method": "the ωB97M-V functional and the def2-TZVPD basis",
  "total_charge": 0,
  "e_lumo_ev": -0.93,
  "e_homo_ev": -8.78,
  "homo_lumo_gap_ev": 7.85,
  "symbols": ["C", "C", "C", "C", "N", "Si", "Cl", "H", "H", "H", "H", "H", "H", "H", "H", "H", "H", "H", "H"],
  "coordinates": [[0.647, -1.850, -1.144], [0.992, -0.993, 1.166], [-2.682, 1.546, 0.231], [1.580, -1.056, -0.257], [-1.708, 2.549, 0.289], [1.778, 0.747, -0.945], [3.811, 0.945, -0.270], [-0.278, -1.427, -1.306], [1.185, -2.032, -2.014], [0.509, -2.797, -0.731], [0.925, -1.948, 1.630], [0.028, -0.507, 1.106], [1.698, -0.456, 1.886], [-2.351, 0.773, -0.387], [-2.916, 1.252, 1.206], [-3.670, 1.786, -0.221], [2.679, -1.373, -0.238], [-1.417, 2.793, -0.615], [-0.813, 2.048, 0.614]],
  "atomic_forces_ev_per_a": [[2.4, -0.1, 1.0], [2.1, 1.5, 0.4], [-2.4, -0.1, -1.1], [1.0, 1.0, 0.6], [3.1, 0.4, 1.9], [0.7, -0.5, 0.6], [-0.6, 0.2, -0.3], [-2.0, 1.2, -0.5], [0.4, -0.3, -2.2], [-0.5, -1.7, 0.9], [-0.5, -1.1, 0.1], [-0.4, 0.1, 0.4], [-1.1, -0.2, -0.9], [0.4, -2.1, -0.7], [-0.3, -0.9, 1.5], [0.7, 0.7, 0.2], [-1.7, -0.3, -0.1], [0.2, 0.8, -1.7], [-1.7, 1.2, -0.1]],
  "lowdin_charge": [-0.157, -0.151, -0.240, -0.682, -0.069, 0.508, 0.085, 0.044, 0.051, 0.062, 0.059, 0.051, 0.091, 0.038, 0.056, 0.090, 0.072, 0.027, 0.066]
}

***

# 3
{
  "formula": "C2H6NO3",
  "method": "the ωB97M-V functional and the def2-TZVPD basis",
  "total_charge": -1,
  "e_lumo_ev": 4.14,
  "e_homo_ev": -4.90,
  "homo_lumo_gap_ev": 9.04,
  "symbols": ["O", "C", "N", "C", "O", "H", "H", "H", "H", "H", "H", "O"],
  "coordinates": [[-1.565, -0.763, 1.049], [-0.345, -0.579, 0.855], [0.378, -0.161, -0.119], [2.193, 0.375, -0.416], [2.991, 0.123, -1.331], [0.282, -1.130, 1.626], [0.184, -0.002, -1.129], [2.417, -0.004, 0.653], [1.737, 1.295, -0.329], [-2.546, 0.703, -0.852], [-2.479, -0.160, 0.352], [-3.246, 0.304, -0.359]],
  "atomic_forces_ev_per_a": [[-0.4, 0.2, 0.5], [1.2, -2.5, 0.6], [0.3, -0.1, -2.9], [2.9, -1.0, 3.3], [-1.1, -0.8, -0.6], [-0.1, 1.1, -0.1], [-1.4, 0.0, 1.5], [0.1, 0.2, -1.1], [-0.8, 2.5, -0.3], [0.3, 0.8, -1.1], [-1.9, 0.5, -1.3], [0.8, -0.8, 1.5]],
  "lowdin_charge": [-0.052, -0.456, 0.025, -0.402, -0.141, 0.126, 0.106, 0.087, 0.040, -0.063, -0.024, -0.246]
}

***

# 4
{
  "formula": "C3H6P2",
  "method": "the ωB97M-V functional and the def2-TZVPD basis",
  "total_charge": 0,
  "smiles": "CC1=P#P1C",
  "e_lumo_ev": 0.31,
  "e_homo_ev": -8.28,
  "homo_lumo_gap_ev": 8.59,
  "symbols": ["C", "C", "P", "P", "C", "H", "H", "H", "H", "H", "H"],
  "coordinates": [[-0.555, 1.764, -0.239], [-0.908, 0.760, 0.784], [-1.973, 0.126, 1.858], [0.204, -0.302, 1.754], [0.341, -1.802, 0.614], [-1.498, 2.102, -0.575], [0.125, 1.573, -1.084], [-0.053, 2.512, 0.280], [0.177, -1.581, -0.399], [-0.328, -2.542, 1.237], [1.288, -2.290, 0.589]],
  "atomic_forces_ev_per_a": [[-0.8, -1.0, -0.5], [1.5, -0.5, 0.1], [0.0, -0.1, -0.3], [0.3, -0.2, -0.2], [-1.1, -1.1, 3.3], [-0.8, 1.0, -0.9], [-0.4, -0.9, 0.4], [0.7, 1.7, 1.0], [-1.3, 0.1, -1.3], [0.8, 1.0, -2.1], [1.1, -0.1, 0.6]],
  "lowdin_charge": [-0.164, -0.994, 0.713, 0.604, -0.387, 0.050, 0.089, 0.051, -0.005, 0.052, -0.009]
}